Record 1
A structure of composition C19H43BiN2OP3Se at a distorted geometry. Source: the OMol25 dataset; level of theory: wB97M-V/def2-TZVPD.

Computed properties:
* highest occupied orbital energy (alpha / beta): -16.5 / -16.5 eV
* E_LUMO (alpha / beta): -11.76 / -12.10 eV
* net charge: +3
* relative energy (zero: lowest compared OMol25 entry of this formula, charge and spin): 57.74 kcal/mol
* total energy: -124451.051 eV

Last column: Löwdin charge in e.
Cartesian coordinates (Å):
Bi: -0.220 -1.430 -0.184  1.431
P: 0.356 1.835 1.965  0.725
P: -2.588 0.444 0.140  0.700
P: 2.689 -0.141 0.099  0.710
H: -1.435 -3.248 -4.806  0.060
C: -0.689 -3.896 -4.314  -0.031
C: -0.397 -3.663 -3.023  -0.110
H: -0.923 -2.847 -2.491  -0.044
C: 0.402 3.557 1.240  -0.275
C: -0.953 2.084 3.235  -0.286
C: 1.802 1.948 3.085  -0.287
C: -3.745 -0.188 -1.139  -0.259
C: -3.579 0.143 1.661  -0.231
C: -2.864 2.266 -0.098  -0.240
C: 3.508 -1.096 -1.242  -0.278
C: 3.739 -0.664 1.512  -0.252
C: 3.442 1.514 -0.270  -0.235
H: -0.268 -4.736 -4.889  0.088
H: 0.302 -4.273 -2.439  0.060
H: 0.588 4.260 2.070  0.063
H: -0.563 3.772 0.743  0.023
H: 1.226 3.602 0.497  0.030
H: -0.609 2.864 3.933  0.065
H: -1.098 1.138 3.791  0.041
H: -1.903 2.394 2.766  0.023
H: 1.752 2.915 3.612  0.067
H: 2.734 1.889 2.499  0.003
H: 1.757 1.120 3.818  0.038
H: -4.685 0.383 -1.087  0.075
H: -3.941 -1.256 -0.940  0.064
H: -3.298 -0.067 -2.144  0.044
H: -4.579 0.602 1.599  0.085
H: -3.054 0.554 2.534  0.028
H: -3.699 -0.941 1.803  0.050
H: -3.935 2.472 -0.231  0.083
H: -2.324 2.585 -1.005  0.008
H: -2.501 2.843 0.761  0.026
H: 4.575 -0.837 -1.278  0.068
H: 3.045 -0.867 -2.209  0.039
H: 3.396 -2.170 -1.046  0.058
H: 4.782 -0.838 1.212  0.078
H: 3.342 -1.603 1.917  0.045
H: 3.731 0.082 2.314  0.033
H: 4.459 1.404 -0.670  0.077
H: 3.492 2.139 0.628  0.039
H: 2.806 2.006 -1.017  0.002
C: 0.212 1.119 -3.686  -0.584
C: -0.464 -0.045 -4.103  -0.141
C: -0.160 -0.606 -5.344  -0.009
C: 0.683 0.101 -6.226  0.031
C: 1.253 1.315 -5.848  -0.007
C: 1.040 1.821 -4.571  -0.053
Se: 0.044 1.430 -1.833  0.893
H: 0.643 -0.635 -1.715  -0.193
H: -1.126 -0.572 -3.381  0.075
H: -0.583 -1.575 -5.580  0.091
H: 0.875 -0.341 -7.202  0.141
H: 1.873 1.846 -6.570  0.139
H: 1.517 2.726 -4.237  0.121
C: -2.448 -2.899 4.481  -0.035
N: -1.109 -2.394 4.743  0.035
C: -0.296 -1.908 3.767  -0.588
N: 0.913 -1.450 4.203  0.173
O: -0.642 -1.841 2.560  -0.218
H: -2.796 -2.474 3.535  0.062
H: -3.106 -2.572 5.292  0.102
H: -2.444 -3.991 4.388  0.102
H: -0.774 -2.334 5.684  0.144
H: 1.650 -1.255 3.533  0.079
H: 1.172 -1.519 5.197  0.139

---

Record 2
A cluster of 6 separate species, C10H24Cl8O2 in total at a distorted geometry. Source: the OMol25 dataset; level of theory: wB97M-V/def2-TZVPD.

Computed properties:
* highest occupied orbital energy: -10.5 eV
* SMILES string: ClCCCl.ClCCCl.ClCCCl.ClCCCl.CO.CO
* E_LUMO: 0.44 eV
* net charge: 0
* total energy: -115033.583 eV

Last column: Löwdin charge in e.
Cartesian coordinates (Å):
Cl: 1.952 4.071 3.173  0.560
C: 1.255 2.433 3.090  -0.686
C: 0.316 2.289 1.925  -0.629
Cl: -1.277 3.033 2.344  0.525
H: 0.741 2.269 4.034  0.048
H: 2.103 1.750 3.057  0.043
H: 0.125 1.257 1.641  0.072
H: 0.680 2.802 1.038  0.061
Cl: -0.071 -1.649 6.540  0.512
C: 1.619 -2.156 6.916  -0.625
C: 2.589 -1.552 5.932  -0.639
Cl: 2.458 0.219 5.752  0.586
H: 1.569 -3.239 6.933  0.071
H: 1.813 -1.807 7.927  0.067
H: 2.557 -1.975 4.932  0.078
H: 3.603 -1.716 6.300  0.010
Cl: 9.277 -0.274 6.360  0.563
C: 8.640 0.886 5.208  -0.687
C: 8.343 0.184 3.883  -0.666
Cl: 9.867 -0.252 3.052  0.535
H: 9.410 1.632 5.028  0.064
H: 7.750 1.371 5.598  0.031
H: 7.767 0.821 3.214  0.056
H: 7.766 -0.728 4.000  0.064
Cl: 5.399 -3.086 8.079  0.548
C: 6.623 -2.051 8.878  -0.620
C: 6.157 -0.599 8.928  -0.607
Cl: 5.840 0.085 7.299  0.598
H: 7.548 -2.082 8.310  0.051
H: 6.669 -2.441 9.889  0.070
H: 6.929 0.016 9.384  0.076
H: 5.226 -0.528 9.484  0.068
C: 4.905 3.089 -0.440  -0.172
O: 3.979 3.546 -1.411  -0.119
H: 5.861 2.826 -0.909  0.076
H: 5.141 3.901 0.246  0.077
H: 4.523 2.214 0.088  0.068
H: 3.457 2.811 -1.734  0.069
C: 5.166 2.133 3.656  -0.151
O: 5.340 0.846 4.215  -0.182
H: 5.918 2.834 4.043  0.086
H: 5.321 2.082 2.574  0.071
H: 4.138 2.484 3.789  0.028
H: 4.942 0.819 5.093  -0.046

---

Record 3
A cluster of 9 separate species, C24H72N6O9 in total at a distorted geometry. Source: the OMol25 dataset; level of theory: wB97M-V/def2-TZVPD.

Computed properties:
* highest occupied orbital energy: -9.0 eV
* SMILES string: COC[C@H](C)N.COC[C@H](C)N.COC[C@H](C)N.COC[C@H](C)N.COC[C@H](C)N.COC[C@H](C)N.O.O.O
* E_LUMO: 0.14 eV
* net charge: 0
* relative energy (zero: lowest compared OMol25 entry of this formula, charge and spin): 127.63 kcal/mol
* total energy: -53415.914 eV

Last column: Löwdin charge in e.
Cartesian coordinates (Å):
O: 4.503 -0.045 -7.911  -0.056
H: 5.085 -0.040 -7.151  0.026
H: 4.771 -0.814 -8.413  0.025
O: 8.950 3.230 -8.416  -0.054
H: 9.587 3.761 -8.895  0.030
H: 8.770 2.490 -8.995  0.027
O: 5.737 4.701 -5.949  -0.055
H: 6.259 4.021 -6.375  0.023
H: 6.341 5.117 -5.334  0.027
C: -0.071 4.568 -5.839  -0.086
C: -0.323 4.441 -7.265  -0.529
C: -1.114 5.620 -7.819  -0.153
O: -2.508 5.589 -7.341  -0.213
C: -3.501 6.402 -7.917  -0.119
N: 0.837 4.214 -8.013  0.053
H: -0.947 4.660 -5.197  0.084
H: 0.441 5.506 -5.622  0.088
H: 0.402 3.666 -5.450  0.088
H: -1.044 3.628 -7.353  0.146
H: -1.071 5.613 -8.908  0.117
H: -0.620 6.540 -7.504  0.119
H: -3.232 7.459 -7.924  0.086
H: -4.477 6.114 -7.528  0.086
H: -3.570 6.014 -8.933  0.077
H: 1.548 4.694 -7.480  0.075
H: 1.226 3.285 -7.933  0.083
C: 10.325 -2.724 -4.994  -0.062
C: 8.825 -3.012 -5.176  -0.464
C: 8.183 -4.155 -4.391  -0.172
O: 6.998 -4.666 -5.068  -0.180
C: 6.484 -5.886 -4.580  -0.125
N: 8.090 -1.778 -4.971  0.029
H: 10.683 -1.958 -5.682  0.077
H: 10.854 -3.644 -5.242  0.069
H: 10.444 -2.487 -3.937  0.080
H: 8.691 -3.345 -6.205  0.128
H: 8.041 -3.750 -3.389  0.126
H: 9.002 -4.872 -4.463  0.120
H: 6.148 -5.687 -3.562  0.086
H: 7.094 -6.785 -4.663  0.080
H: 5.666 -6.213 -5.222  0.083
H: 8.577 -0.922 -5.195  0.064
H: 7.821 -1.719 -4.000  0.063
C: 1.638 -6.914 -0.501  -0.082
C: 1.907 -5.417 -0.330  -0.401
C: 1.371 -4.617 -1.516  -0.235
O: 2.152 -3.439 -1.666  -0.204
C: 1.993 -2.860 -2.989  -0.073
N: 1.217 -4.899 0.885  0.027
H: 2.069 -7.325 -1.414  0.070
H: 0.573 -7.094 -0.643  0.074
H: 1.964 -7.590 0.289  0.075
H: 2.994 -5.376 -0.264  0.139
H: 0.320 -4.342 -1.424  0.125
H: 1.457 -5.295 -2.365  0.111
H: 0.925 -2.646 -2.953  0.082
H: 2.137 -3.577 -3.797  0.079
H: 2.687 -2.024 -3.081  0.089
H: 0.208 -4.898 0.859  0.063
H: 1.468 -3.920 0.889  0.058
C: 7.869 2.501 1.109  -0.056
C: 6.803 2.045 0.075  -0.452
C: 6.873 2.791 -1.332  -0.194
O: 6.824 4.180 -1.265  -0.185
C: 5.683 4.825 -0.713  -0.100
N: 6.831 0.620 -0.077  0.021
H: 7.837 3.590 1.115  0.066
H: 8.869 2.091 0.963  0.079
H: 7.567 2.339 2.143  0.069
H: 5.847 2.230 0.565  0.119
H: 6.162 2.233 -1.941  0.113
H: 7.839 2.600 -1.799  0.125
H: 5.729 5.876 -0.998  0.086
H: 5.539 4.807 0.367  0.080
H: 4.791 4.405 -1.178  0.088
H: 6.988 0.205 0.830  0.072
H: 5.850 0.569 -0.311  0.070
C: 0.944 -3.960 -16.625  -0.075
C: 0.740 -4.810 -15.369  -0.468
C: 1.827 -4.392 -14.255  -0.147
O: 1.404 -4.739 -12.919  -0.216
C: 1.970 -4.038 -11.816  -0.110
N: -0.613 -4.652 -15.049  0.045
H: 0.274 -4.271 -17.427  0.081
H: 1.905 -4.137 -17.107  0.077
H: 0.747 -2.932 -16.321  0.079
H: 0.974 -5.865 -15.512  0.127
H: 1.878 -3.304 -14.300  0.110
H: 2.748 -4.931 -14.477  0.120
H: 1.601 -4.433 -10.869  0.083
H: 1.707 -2.993 -11.983  0.086
H: 3.020 -4.151 -11.545  0.077
H: -0.590 -4.614 -14.040  0.069
H: -0.754 -3.684 -15.303  0.063
C: 7.351 -0.505 -12.775  -0.081
C: 8.379 -1.551 -12.353  -0.414
C: 8.481 -2.829 -13.320  -0.172
O: 9.313 -3.898 -12.835  -0.195
C: 9.749 -4.842 -13.846  -0.098
N: 9.611 -0.763 -12.226  0.025
H: 6.551 -0.908 -13.397  0.066
H: 7.753 0.236 -13.467  0.074
H: 6.882 -0.053 -11.901  0.076
H: 8.094 -1.878 -11.353  0.130
H: 8.825 -2.471 -14.290  0.115
H: 7.470 -3.221 -13.426  0.115
H: 8.908 -5.405 -14.250  0.076
H: 10.428 -5.663 -13.616  0.083
H: 10.150 -4.310 -14.709  0.077
H: 10.215 -1.499 -11.890  0.060
H: 9.946 -0.697 -13.177  0.064

---

Record 4
A structure of composition C22H36Cl10NSi at a distorted geometry. Source: the OMol25 dataset; level of theory: wB97M-V/def2-TZVPD.

Computed properties:
* highest occupied orbital energy: -10.5 eV
* E_LUMO: -4.56 eV
* net charge: +1
* total energy: -157969.876 eV

Last column: Löwdin charge in e.
Cartesian coordinates (Å):
C: 1.239 2.469 -2.047  -0.212
Si: -0.086 1.026 -2.187  0.488
C: 0.188 0.120 -3.881  -0.228
C: -1.810 1.903 -2.105  -0.252
C: 0.271 -0.123 -0.644  -0.174
C: -0.074 0.325 0.925  0.009
C: 0.297 -0.703 2.190  -0.002
C: 1.024 -2.171 1.970  -0.105
C: 1.448 -3.204 3.198  -0.174
C: 2.187 -4.655 2.821  -0.095
N: 2.440 -5.039 1.349  -0.049
C: 2.046 -4.110 0.185  -0.141
C: 1.340 -2.625 0.425  -0.053
C: 0.960 -1.601 -0.838  -0.003
H: 0.917 3.084 -1.087  0.032
H: 1.274 3.131 -3.027  0.057
H: 2.260 1.914 -1.834  0.053
H: 1.129 -0.591 -3.717  0.038
H: 0.405 0.947 -4.705  0.040
H: -0.751 -0.512 -4.237  0.063
H: -1.726 2.724 -1.246  -0.012
H: -1.982 2.444 -3.152  -0.013
H: -2.711 1.192 -1.876  0.057
H: -0.571 1.389 1.137  0.072
H: 0.023 -0.359 3.290  0.102
H: 1.245 -2.943 4.322  0.113
H: 2.516 -5.366 3.708  0.147
H: 2.913 -5.973 1.155  0.130
H: 2.252 -4.411 -0.945  0.057
H: 1.250 -2.025 -1.913  0.096
Cl: -1.914 3.977 1.200  0.580
C: -0.825 5.230 0.552  -0.661
C: 0.475 5.321 1.334  -0.666
Cl: 0.228 5.960 2.978  0.549
H: -1.364 6.182 0.554  0.079
H: -0.616 4.960 -0.488  -0.012
H: 1.165 6.005 0.830  0.078
H: 0.965 4.346 1.418  0.062
Cl: -3.307 -6.163 3.414  0.561
C: -1.917 -6.821 2.515  -0.657
C: -0.597 -6.554 3.221  -0.568
Cl: -0.168 -4.825 3.214  0.763
H: -1.929 -6.391 1.508  0.073
H: -2.080 -7.899 2.426  0.078
H: 0.212 -7.083 2.709  0.075
H: -0.621 -6.894 4.261  0.082
Cl: -6.781 5.816 3.939  0.539
C: -5.843 4.359 4.353  -0.667
C: -4.839 3.996 3.271  -0.696
Cl: -5.631 3.428 1.780  0.525
H: -6.548 3.543 4.539  0.069
H: -5.319 4.576 5.289  0.072
H: -4.197 3.180 3.618  0.067
H: -4.199 4.846 3.013  0.047
Cl: 4.236 -4.685 -0.651  0.730
C: 5.626 -5.343 -1.550  -0.585
C: 6.946 -5.076 -0.844  -0.659
Cl: 7.376 -3.348 -0.850  0.555
H: 5.614 -4.913 -2.556  0.080
H: 5.463 -6.421 -1.639  0.081
H: 7.755 -5.605 -1.356  0.079
H: 6.922 -5.416 0.197  0.071
Cl: -1.360 3.254 -5.678  0.566
C: -2.144 4.845 -5.516  -0.638
C: -1.458 5.720 -4.478  -0.626
Cl: -1.684 5.104 -2.822  0.626
H: -3.197 4.681 -5.271  0.076
H: -2.093 5.324 -6.498  0.077
H: -1.884 6.728 -4.502  0.078
H: -0.383 5.801 -4.667  0.074